Entry 1:
{
  "formula": "C7H9ClN2O3",
  "method": "wB97M-V/def2-TZVPD",
  "e_above_lowest_kcal_mol": 198.19,
  "e_homo_ev": [-7.42, -7.42],
  "energy_ev": -29040.891,
  "orbital_gap_ev": [4.6, 4.6],
  "lumo_ev": [-2.791, -2.790],
  "elements": ["C", "C", "C", "C", "C", "C", "C", "N", "N", "O", "O", "O", "Cl", "H", "H", "H", "H", "H", "H", "H", "H", "H"],
  "positions_angstrom": [[0.98819, 1.38937, 0.29958], [-0.24186, 2.18891, 0.37214], [1.08169, 0.13777, -0.19724], [0.01581, -0.86057, -0.62726], [-0.90906, -1.23079, 0.43283], [-0.65611, -0.40874, -1.93415], [-0.56805, -1.17511, 1.88073], [-1.37041, 1.94222, -0.19645], [2.36920, -0.36706, -0.12842], [-2.40625, 2.57570, -0.12954], [3.35635, 0.32766, 0.24568], [2.57096, -1.54106, -0.45548], [-2.38496, -1.87712, -0.02779], [1.89615, 1.86942, 0.69481], [-0.31032, 3.06761, 1.08967], [0.54400, -1.77683, -0.82556], [0.07111, -0.14822, -2.75469], [-1.35951, 0.33304, -1.82700], [-1.26858, -1.10615, -2.52382], [0.31563, -1.63817, 2.07196], [-1.36622, -1.57718, 2.48432], [-0.36776, -0.12469, 2.05569]],
  "mulliken_charge": [-0.254, -0.465, -0.463, 0.635, 0.404, -1.685, -1.256, 0.272, 1.007, -0.652, -0.671, -0.683, -0.046, 0.400, 0.316, 0.680, 0.371, 0.461, 0.453, 0.412, 0.415, 0.348]
}

Entry 2:
{
  "formula": "C4H10N2",
  "method": "wB97M-V/def2-TZVPD",
  "e_above_lowest_kcal_mol": 86.06,
  "e_homo_ev": -6.32,
  "energy_ev": -7286.888,
  "orbital_gap_ev": 7.3,
  "smiles": "CN/C=C(\\C)N",
  "lumo_ev": 1.028,
  "elements": ["C", "C", "N", "C", "N", "C", "H", "H", "H", "H", "H", "H", "H", "H", "H", "H"],
  "positions_angstrom": [[2.14434, 1.20534, 1.01511], [-0.57587, -1.06480, -1.49294], [1.06679, 0.27900, 0.70124], [-0.87905, -0.47270, -0.12586], [-2.29052, -0.43681, 0.13921], [-0.14683, 0.66167, 0.29884], [0.70133, -0.87466, 0.49428], [-2.80616, -1.16026, -0.34392], [-2.50650, -0.46982, 1.12613], [-0.50962, 1.67513, 0.46046], [1.79128, 2.24047, 1.03527], [2.91772, 1.13666, 0.24508], [2.59234, 0.95156, 1.97926], [-1.19716, -0.60143, -2.27011], [0.46934, -0.92878, -1.76944], [-0.77144, -2.14057, -1.49261]],
  "mulliken_charge": [-0.753, -1.233, -0.202, -0.083, -0.642, -0.192, 0.419, 0.248, 0.213, 0.425, 0.279, 0.264, 0.264, 0.335, 0.368, 0.289]
}

Entry 3:
{
  "formula": "C3H11NOS",
  "method": "wB97M-V/def2-TZVPD",
  "e_above_lowest_kcal_mol": 17.75,
  "charge": -1,
  "e_homo_ev": [0.82, -5.57],
  "energy_ev": -17660.552,
  "orbital_gap_ev": [2.3, 8.6],
  "spin_multiplicity": 2,
  "lumo_ev": [3.079, 3.067],
  "s_squared": 0.75,
  "elements": ["C", "C", "C", "S", "N", "H", "H", "H", "H", "H", "H", "H", "H", "H", "H", "H", "O"],
  "positions_angstrom": [[1.29513, 0.13652, -0.42618], [-0.10353, -0.14355, -1.03158], [-1.16311, 0.52940, -0.16449], [-2.91594, 0.03819, -0.53840], [2.33005, -0.74977, -0.79601], [1.64501, 1.22519, -0.63228], [1.20019, 0.19800, 0.67920], [-0.19221, -1.17927, -0.82820], [-0.06464, 0.07524, -2.11039], [-0.97808, 0.08799, 0.88642], [-1.10944, 1.57173, -0.11469], [-2.81995, -1.31763, -0.65970], [3.23991, -0.42981, -0.33185], [2.20587, -1.73627, -0.49403], [2.41456, 1.15230, 2.72607], [2.04446, -0.30831, 2.98860], [2.82351, 0.27049, 2.72635]],
  "lowdin_spin": [0.083, 0.022, 0.064, 0.120, 0.022, 0.022, 0.042, 0.010, 0.002, 0.060, 0.016, 0.004, 0.021, 0.021, 0.103, 0.128, 0.260]
}

Entry 4:
{
  "formula": "C13H32FNO6PS",
  "method": "wB97M-V/def2-TZVPD",
  "charge": 1,
  "e_homo_ev": -10.95,
  "energy_ev": -50605.095,
  "orbital_gap_ev": 7.3,
  "lumo_ev": -3.667,
  "elements": ["C", "C", "F", "N", "C", "C", "C", "O", "O", "P", "S", "H", "H", "H", "H", "H", "H", "H", "H", "H", "H", "H", "H", "C", "O", "C", "C", "O", "C", "H", "H", "H", "H", "H", "H", "H", "H", "H", "H", "C", "O", "C", "C", "O", "C", "H", "H", "H", "H", "H", "H", "H", "H", "H", "H"],
  "positions_angstrom": [[1.87970, -0.45303, 3.45486], [0.62596, -1.09520, 2.69151], [0.10943, -2.14124, 3.50353], [0.95314, -1.54135, 1.26768], [0.77494, -0.31818, 0.40151], [1.50703, -0.41964, -1.02805], [0.73786, 0.63373, -1.98383], [0.12904, 0.28694, -3.00216], [0.73445, 2.02274, -1.59364], [-0.19395, -2.88300, 0.83454], [-2.07186, -2.33825, 1.03286], [2.70476, -1.21902, 3.62265], [2.25171, 0.49296, 2.91139], [1.47067, -0.07994, 4.46507], [-0.14909, -0.25315, 2.58362], [1.93836, -1.88860, 1.23894], [1.11611, 0.64645, 0.90141], [-0.34955, -0.18078, 0.18352], [2.60166, -0.06114, -0.96018], [1.48199, -1.47327, -1.47420], [-0.08979, 2.11154, -1.04972], [0.05157, -3.38383, -0.49603], [-0.02824, -3.99201, 1.75214], [-4.34153, -1.80534, -3.09816], [-4.48584, -2.77445, -2.06972], [-5.31202, -2.31540, -1.00227], [-6.70992, -2.91822, -1.08343], [-7.41688, -2.43421, -2.22208], [-7.44562, -3.37968, -3.28274], [-3.87763, -2.28801, -3.95948], [-5.30510, -1.39496, -3.40709], [-3.68744, -0.99576, -2.75678], [-5.35853, -1.22078, -0.98708], [-4.84122, -2.64402, -0.06970], [-7.27775, -2.60835, -0.20061], [-6.66457, -4.01289, -1.08689], [-8.13040, -4.19610, -3.03488], [-6.45200, -3.78231, -3.49403], [-7.81354, -2.87487, -4.17796], [3.71851, 5.34476, 1.22331], [5.11778, 5.11962, 1.30839], [5.44998, 4.10312, 2.24979], [5.78363, 2.78963, 1.55177], [4.63156, 2.23019, 0.91775], [4.63016, 2.44762, -0.48748], [3.52648, 5.97522, 0.35423], [3.16340, 4.41096, 1.10486], [3.37168, 5.86968, 2.11918], [4.64272, 3.96539, 2.97787], [6.33568, 4.44687, 2.79279], [6.11594, 2.06684, 2.30328], [6.59827, 2.92509, 0.83244], [5.37468, 1.80236, -0.96377], [4.83218, 3.49126, -0.73769], [3.64146, 2.18401, -0.87125]],
  "mulliken_charge": [-1.021, 0.278, -0.302, 0.020, -0.944, -0.209, 0.339, -0.464, -0.453, 0.155, -0.221, 0.350, 0.282, 0.366, 0.319, 0.506, 0.356, 0.320, 0.256, 0.355, 0.346, 0.189, 0.187, -0.727, -0.344, -0.158, -0.673, -0.367, -0.701, 0.254, 0.338, 0.283, 0.363, 0.126, 0.378, 0.358, 0.328, 0.298, 0.243, -0.646, -0.365, -0.518, -0.536, -0.230, -0.651, 0.256, 0.207, 0.332, 0.303, 0.395, 0.366, 0.344, 0.299, 0.402, 0.032]
}

Entry 5:
{
  "formula": "C45H43N2OP3PbS2",
  "method": "wB97M-V/def2-TZVPD",
  "e_above_lowest_kcal_mol": 27.06,
  "charge": 4,
  "e_homo_ev": -18.49,
  "energy_ev": -107138.868,
  "orbital_gap_ev": 6.0,
  "lumo_ev": -12.465,
  "elements": ["Pb", "O", "S", "C", "C", "C", "C", "C", "C", "P", "C", "C", "C", "C", "C", "C", "C", "C", "C", "C", "C", "C", "C", "C", "C", "C", "C", "C", "P", "C", "C", "C", "C", "C", "C", "C", "C", "C", "C", "C", "C", "H", "H", "H", "H", "H", "H", "H", "H", "H", "H", "H", "H", "H", "H", "H", "H", "H", "H", "H", "H", "H", "H", "H", "H", "H", "H", "H", "H", "N", "C", "N", "S", "H", "H", "H", "H", "C", "P", "C", "C", "C", "C", "C", "C", "C", "H", "H", "H", "H", "H", "H", "H", "H", "H", "H", "H"],
  "positions_angstrom": [[0.41392, 0.18247, -0.06221], [0.31231, 0.09015, 4.12142], [-0.18560, -0.57309, 2.91107], [0.18345, -2.31551, 3.00389], [-0.09713, -3.00473, 4.17395], [0.22745, -4.34917, 4.27716], [0.82833, -5.00538, 3.21001], [1.13222, -4.31390, 2.04767], [0.82274, -2.95315, 1.93744], [1.55407, -2.14286, 0.50455], [3.28757, -1.81791, 0.78268], [3.68192, -0.57958, 1.29880], [5.00541, -0.36439, 1.64508], [5.93670, -1.38400, 1.48218], [5.54596, -2.62132, 0.98584], [4.22304, -2.84807, 0.64023], [1.26782, -3.19052, -0.91424], [0.08143, -3.93352, -0.97081], [-0.13059, -4.80703, -2.02280], [0.82215, -4.93427, -3.02788], [1.99486, -4.18935, -2.98347], [2.22271, -3.31936, -1.92929], [-1.97359, -0.58435, 2.97865], [-2.56562, -0.65184, 4.23105], [-3.94779, -0.62936, 4.34612], [-4.74100, -0.50529, 3.21198], [-4.15151, -0.36832, 1.96590], [-2.75568, -0.41280, 1.83427], [-2.19149, -0.08101, 0.15822], [-2.91323, 1.49483, -0.32259], [-3.28079, 1.75790, -1.64367], [-3.85524, 2.98024, -1.96536], [-4.06537, 3.93509, -0.97910], [-3.70033, 3.67634, 0.33895], [-3.12118, 2.46056, 0.67402], [-2.61377, -1.39295, -0.98082], [-2.14124, -1.31562, -2.29761], [-2.56337, -2.23983, -3.23551], [-3.43837, -3.25528, -2.86174], [-3.86713, -3.36524, -1.54621], [-3.45942, -2.43665, -0.59868], [-0.54149, -2.48879, 5.01413], [0.01602, -4.88499, 5.19295], [1.07606, -6.05554, 3.28782], [1.62366, -4.83580, 1.23578], [2.96079, 0.21213, 1.47411], [5.31144, 0.58709, 2.05839], [6.96998, -1.21790, 1.75696], [6.27177, -3.41597, 0.87744], [3.92806, -3.82542, 0.27951], [-0.65025, -3.86687, -0.17452], [-1.02677, -5.41151, -2.04632], [0.66264, -5.63663, -3.83587], [2.74998, -4.32024, -3.74783], [3.16846, -2.79683, -1.86302], [-1.94384, -0.68632, 5.11635], [-4.40702, -0.69185, 5.32388], [-5.81889, -0.47835, 3.30016], [-4.78187, -0.20408, 1.09919], [-3.16856, 1.00319, -2.41082], [-4.17054, 3.17466, -2.98183], [-4.54139, 4.87389, -1.23148], [-3.89920, 4.40887, 1.11091], [-2.88013, 2.25013, 1.71016], [-1.46950, -0.51700, -2.60576], [-2.21552, -2.17011, -4.25702], [-3.77942, -3.97040, -3.59941], [-4.53604, -4.16491, -1.25710], [-3.81021, -2.52629, 0.42064], [-0.25538, 4.10328, 0.14496], [0.76995, 3.73318, 0.90245], [1.70663, 4.59727, 1.23412], [0.92656, 2.13237, 1.58436], [-0.36425, 5.07350, -0.12509], [-1.10096, 3.54367, 0.14808], [1.60676, 5.59214, 1.07095], [2.49881, 4.30387, 1.78835], [3.14837, 0.23047, -2.51952], [1.53060, 1.00649, -2.37126], [1.82659, 2.77598, -2.23345], [0.52484, 0.67028, -3.79891], [0.63073, -0.57263, -4.43968], [-0.11739, -0.82026, -5.57757], [-0.98485, 0.15105, -6.06635], [-1.11416, 1.37154, -5.41462], [-0.36612, 1.63532, -4.27901], [3.66416, 0.72379, -3.34791], [3.05126, -0.82762, -2.74535], [3.72308, 0.35679, -1.60100], [2.33282, 3.10063, -3.14605], [2.47476, 2.97204, -1.37883], [0.89599, 3.32674, -2.12250], [1.29576, -1.34200, -4.06673], [-0.01186, -1.76314, -6.09780], [-1.55263, -0.03877, -6.96794], [-1.77888, 2.12874, -5.80817], [-0.45557, 2.60366, -3.80219]],
  "mulliken_charge": [1.107, -0.635, 0.534, 0.461, -0.448, -1.056, -0.899, -0.877, 0.598, 1.511, 1.150, -0.493, -0.837, -0.727, -0.833, -0.505, 1.367, -1.043, -0.809, -0.861, -0.994, -1.026, 0.391, -0.706, -0.935, -0.998, -0.520, -0.210, 2.013, 1.191, -0.579, -0.782, -0.734, -0.412, -1.204, 0.780, 0.613, -0.793, -1.042, -0.780, -0.977, 0.486, 0.475, 0.512, 0.477, 0.513, 0.484, 0.457, 0.492, 0.431, 0.534, 0.590, 0.512, 0.562, 0.705, 0.648, 0.492, 0.503, 0.630, 0.512, 0.546, 0.489, 0.509, 0.388, -0.163, 0.467, 0.508, 0.497, 0.485, -0.281, 0.523, -0.323, -0.216, 0.294, 0.007, 0.253, 0.234, -0.960, 1.339, -1.363, 0.589, -0.345, -0.899, -0.534, -0.807, -0.594, 0.573, 0.122, 0.305, 0.541, 0.366, 0.385, 0.145, 0.528, 0.486, 0.504, 0.386]
}

Entry 6:
{
  "formula": "C4H7BrO",
  "method": "wB97M-V/def2-TZVPD",
  "e_above_lowest_kcal_mol": 97.30,
  "e_homo_ev": -8.58,
  "energy_ev": -76347.006,
  "orbital_gap_ev": 9.3,
  "lumo_ev": 0.679,
  "elements": ["C", "C", "C", "C", "O", "Br", "H", "H", "H", "H", "H", "H", "H"],
  "positions_angstrom": [[2.09049, -1.30582, -0.97287], [1.80010, -0.79780, 0.19086], [-1.71560, 1.48622, 0.33636], [-1.27527, 0.11449, 0.83293], [-1.81973, -0.82975, 0.20278], [3.40230, 0.03983, 1.07840], [3.11265, -1.13443, -1.41761], [1.43157, -1.73636, -1.75012], [-1.05744, 1.78271, -0.33330], [-2.78022, 1.41706, 0.13802], [-1.60037, 2.26839, 1.13815], [0.98820, -0.79002, 0.87063], [-2.57668, -0.51451, -0.31423]],
  "mulliken_charge": [-0.524, -0.232, -1.059, -0.019, -0.189, -0.235, 0.217, 0.252, 0.260, 0.420, 0.291, 0.576, 0.244]
}